Model i:
Density functional theory data (the ωB97M-V functional and the def2-TZVPD basis) for the molecule C5H5NOS.

```
! RIJCOSX wB97M-V def2-TZVPD def2/J DEFGRID3
* xyz 0 1
O -2.3537 0.4969 -0.2932
C -1.1993 0.1421 -0.8602
C -0.2505 0.3617 -1.7298
C -0.0597 -0.8915 -0.7218
C 0.8858 -1.0612 0.3205
C 1.1920 -0.0948 1.2747
N 0.6286 1.0704 1.2682
S 0.9509 2.1468 2.3990
H -2.6625 1.3844 -0.5861
H 0.2140 0.6789 -2.6004
H -0.1581 -1.7498 -1.2729
H 1.1437 -2.0805 0.5181
H 1.6687 -0.4031 2.2838
*
```

As for the SMILES: OC1=C[C@H]1/C=C\N=S. The value obtained for the HOMO-LUMO gap (spin up / spin down) is 6.46 / 6.48 eV.



Model ii:
Density functional theory data (the ωB97M-V functional and the def2-TZVPD basis) for the molecule C5H5NOS.

```
! RIJCOSX wB97M-V def2-TZVPD def2/J DEFGRID3
* xyz 0 1
C -1.8546 -1.3504 0.2189
S -0.0969 -1.5990 -0.1379
C 0.6320 -0.0156 -0.0249
C 2.1349 -0.1028 0.0041
O 2.8544 0.8629 0.0862
C 0.1087 1.2304 0.0366
C -1.2649 1.6025 -0.0367
N -2.3737 1.9435 -0.1009
H -2.2707 -2.3684 0.3000
H -1.9709 -0.8333 1.1618
H -2.3666 -0.8251 -0.5339
H 2.5564 -1.1314 -0.0389
H 0.8473 2.0506 0.1467
*
```

As for the SMILES: CS/C(C=O)=C\C#N. The value obtained for the HOMO-LUMO gap is 8.28 eV.



Model iii:
Density functional theory data (the ωB97M-V functional and the def2-TZVPD basis) for a 2-piece molecular cluster, C5H5NOS overall.

```
! RIJCOSX wB97M-V def2-TZVPD def2/J DEFGRID3
* xyz 0 1
C -0.4876 2.2339 -0.5521
C -0.7125 1.0202 -0.4776
C -0.9817 -0.3691 -0.2674
C -1.9225 -0.7723 0.8491
O -0.2807 -1.1680 -0.9188
H -0.4820 3.2745 -0.3443
H -2.3357 -1.7162 0.6459
H -2.7198 -0.0847 0.8284
H -1.4060 -0.5868 1.8262
N 2.5087 -0.7530 -1.0773
C 3.0260 -0.2191 -0.1229
S 4.1271 0.3010 0.8883
H 1.6668 -1.1603 -1.2774
*
```

As for the SMILES: C#CC(C)=O.N=C=S. The value obtained for the HOMO-LUMO gap is 8.73 eV.



Least stable structure: model i



Model i:
Density functional theory data (the ωB97M-V functional and the def2-TZVPD basis) for C4H6N2O2 as an isolated structure.

```
! RIJCOSX wB97M-V def2-TZVPD def2/J DEFGRID3
* xyz 0 1
C -3.2358 0.0260 0.2904
C 0.0796 0.1598 -0.2338
C 1.0552 1.2410 -0.1859
C 2.1136 -0.8684 0.1135
H -3.1395 1.0788 1.1524
H -4.0522 -0.5356 0.5550
H 1.4411 1.8745 -1.1137
H 0.6158 2.0412 0.5642
H 2.4406 -1.2664 1.1168
H 2.8252 -1.4794 -0.7993
N -2.1341 -0.5581 -0.3453
N -1.1765 0.4620 -0.1751
O 2.2359 0.4972 0.3207
O 0.6351 -1.0460 -0.0380
*
```

The value obtained for the HOMO-LUMO gap is 9.35 eV.



Model ii:
Density functional theory data (the ωB97M-V functional and the def2-TZVPD basis) for C4H6N2O2 as an isolated structure.

```
! RIJCOSX wB97M-V def2-TZVPD def2/J DEFGRID3
* xyz 0 1
C -0.6672 1.6210 0.0092
C -0.8609 -0.8882 0.2169
C 0.2024 -1.8415 -0.0750
C 1.1884 -0.2187 -0.0080
H 0.2596 2.2663 -0.7205
H -0.5644 1.9374 1.3029
H -1.6643 1.7399 -0.6705
H -2.3752 0.2517 -0.2391
H -0.0198 -2.9533 0.0022
H 3.0317 -0.3580 0.1706
N -0.0810 0.1866 -0.1789
N 1.4395 -1.4914 -0.0639
O -2.2110 -0.7805 0.1105
O 2.3222 0.5286 0.1435
*
```

The value obtained for the HOMO-LUMO gap is 7.40 eV.



Least stable structure: model ii



Model i:
Density functional theory data (the ωB97M-V functional and the def2-TZVPD basis) for the molecule C4H6N2O2.

```
! RIJCOSX wB97M-V def2-TZVPD def2/J DEFGRID3
* xyz 0 1
C -1.0268 1.1889 -0.4086
N 0.1408 1.6159 -0.4182
O 0.8796 1.1531 0.7025
C 1.6648 0.0133 0.3190
C 1.0003 -1.0497 -0.5212
N -0.1601 -1.4957 -0.3338
O -0.7950 -0.9540 0.7415
C -1.6987 -0.0417 0.2946
H -1.6690 1.5880 -1.1244
H 2.5035 0.3061 -0.3234
H 1.9875 -0.3119 1.3748
H 1.5654 -1.7098 -1.1862
H -2.3543 -0.5940 -0.3384
H -2.0380 0.2915 1.2217
*
```

As for the SMILES: C1=N\OC/C=N\OC/1. The value obtained for the HOMO-LUMO gap is 10.13 eV.



Model ii:
Density functional theory data (the ωB97M-V functional and the def2-TZVPD basis) for the molecule C4H6N2O2.

```
! RIJCOSX wB97M-V def2-TZVPD def2/J DEFGRID3
* xyz 0 1
C 0.5289 0.6477 1.7736
O -0.3817 1.3571 0.8450
C -0.7646 0.5482 -0.3369
C -1.9604 -0.1639 -0.4195
O -1.8246 -1.3125 -1.2327
N -0.4575 -1.4315 -1.6367
C 0.1464 -0.4733 -1.0783
N 1.5273 -0.2933 -1.1353
H -0.0886 0.0498 2.4858
H 1.1085 -0.2608 1.0552
H 1.1870 1.4148 2.3484
H -2.8546 0.2882 -0.0720
H 1.8182 0.5358 -0.7886
H 2.0158 -0.9064 -1.8079
*
```

As for the SMILES: COc1conc1N. The value obtained for the HOMO-LUMO gap is 9.97 eV.



Least stable structure: model i



Model i:
Density functional theory data (the ωB97M-V functional and the def2-TZVPD basis) for the molecule C4H6N2O2.

```
! RIJCOSX wB97M-V def2-TZVPD def2/J DEFGRID3
* xyz 0 1
C 0.6387 -1.4601 1.4562
N 0.4904 -0.7771 0.1857
C 0.1143 0.4571 0.1019
O -0.6142 1.0959 1.0356
C 0.0093 0.9721 -1.3157
O -0.9117 2.0335 -1.5081
C -0.2894 -0.3625 -2.0500
N -0.5635 -1.1559 -2.8619
H 1.1732 -2.4002 1.2972
H 1.2245 -0.8736 2.1708
H -0.3375 -1.6798 1.8983
H -0.6246 0.6040 1.8712
H 1.0025 1.3003 -1.6340
H -1.3121 2.2463 -0.6471
*
```

As for the SMILES: C/N=C(\O)[C@H](O)C#N. The value obtained for the HOMO-LUMO gap is 10.36 eV.



Model ii:
Density functional theory data (the ωB97M-V functional and the def2-TZVPD basis) for C4H6N2O2 as an isolated structure.

```
! RIJCOSX wB97M-V def2-TZVPD def2/J DEFGRID3
* xyz 0 1
C 0.4423 1.5267 0.0533
C 0.1749 0.2402 -0.5547
C 1.2567 -0.7950 -0.1425
C -0.9600 -1.7062 -0.5901
H 1.3831 2.0066 2.2090
H 0.0142 0.1295 -1.4975
H 1.8799 -0.7850 0.6837
H 1.4375 -1.4897 -0.9394
H -0.5969 -2.2104 -1.5755
H -2.5993 -1.7431 0.7284
N -0.1911 -0.9625 0.2837
N -2.0676 -2.2306 -0.2047
O 0.8169 1.2601 1.3657
O 0.2843 2.5961 -0.4605
*
```

The value obtained for the HOMO-LUMO gap is 9.72 eV.



Model iii:
Density functional theory data (the ωB97M-V functional and the def2-TZVPD basis) for the molecule C4H6N2O2.

```
! RIJCOSX wB97M-V def2-TZVPD def2/J DEFGRID3
* xyz 0 1
C 2.2348 -0.6786 0.6050
N 1.9694 0.2782 -0.4185
N 0.5706 0.3279 -0.4497
C -0.1446 1.4326 -0.0037
C -1.3511 1.1366 0.3939
C -1.5201 -0.2934 0.0520
O -2.4336 -1.0779 -0.1096
O -0.0825 -0.7871 -0.1092
H 3.3275 -0.6751 0.8720
H 2.0034 -1.7725 -0.1028
H 1.5708 -0.4814 1.3647
H 2.2002 -0.0387 -1.2301
H 0.2822 2.4364 0.1087
H -2.3491 1.6248 0.5329
*
```

As for the SMILES: CNn1ccc(=O)o1. The value obtained for the HOMO-LUMO gap is 9.60 eV.



Least stable structure: model iii